# C43H56Br2Cl7FI2KMgN2O12

C43H56Br2Cl7FI2KMgN2O12 as an isolated structure at a distorted geometry (ωB97M-V/def2-TZVPD, OMol25).

```
127
Properties=species:S:1:pos:R:3:forces:R:3:mulliken_charge:R:1
C 4.54040 -3.10252 -0.27124 -6.465 3.083 0.449 -0.96
C 3.38600 -2.46064 -0.23540 5.052 -2.854 -1.219 -1.49
C 1.94428 -1.71559 -0.42799 1.326 -1.103 2.287 -0.65
C 2.01291 -0.17836 -0.81214 -0.949 2.230 -1.389 3.56
C 1.99151 0.88899 0.44454 0.870 0.931 0.643 -2.79
O 2.37786 0.35996 1.73662 0.027 1.621 0.959 -0.14
C 2.54764 1.37755 2.75277 1.036 2.656 2.546 0.63
C 1.31662 2.24228 3.31501 3.830 0.197 0.498 -0.69
C 1.56849 3.30149 4.46741 2.951 -1.618 -1.099 -0.71
C 3.00578 3.52397 5.10716 -1.220 -2.528 -3.247 -0.48
C 4.25005 2.70086 4.55396 -4.512 -0.544 -1.401 -0.63
C 3.99579 1.63231 3.39111 -1.845 1.797 1.457 -0.18
C 3.23719 0.33473 -1.73914 4.176 0.212 1.341 -0.59
Cl 3.08660 0.89233 -3.51790 -0.414 -0.698 2.206 -0.14
C 4.62194 0.49144 -1.30207 -2.025 0.217 -1.891 -0.08
C 5.80998 1.02224 -2.30172 -0.618 -0.172 0.580 -1.11
Cl 5.18817 0.16884 0.38841 -0.839 0.491 -1.964 -0.11
C 0.60225 0.22991 -1.56190 -0.133 -0.487 -0.010 -2.68
C -0.66350 -0.72897 -1.11037 -0.742 4.431 0.874 1.41
C -1.03249 -0.64538 0.44611 -0.379 -0.516 1.821 -0.98
C -1.89174 0.08557 -1.85518 -0.072 0.594 -0.919 -0.29
C -2.42723 1.36096 -1.06766 -2.590 3.401 2.577 0.37
C -3.76803 1.19192 -0.19203 1.019 2.614 0.079 -0.29
C -4.44686 2.36276 0.61178 3.100 0.794 -2.214 -1.07
C -3.84818 3.84916 0.57469 1.562 -2.964 -1.490 0.69
C -4.62681 5.00634 1.38360 -0.825 -1.173 1.116 -0.98
C -2.51822 4.05667 -0.28771 -2.019 -3.567 0.521 -0.82
C -1.86432 2.83128 -1.08747 -2.053 -0.776 1.541 -0.22
N -0.36261 -2.05829 -1.71423 0.645 0.109 -2.026 1.05
C -1.50095 -2.99100 -2.04983 -1.389 -2.694 -2.440 -0.54
I -3.17317 -3.25431 -0.74644 1.814 -0.308 2.964 0.54
C -2.09946 -2.72445 -3.59176 0.603 -0.166 -0.046 0.09
C -1.59763 -3.83162 -4.65379 0.359 0.823 -0.237 -0.94
I -4.31066 -2.82662 -3.51068 0.315 0.659 -2.666 -0.06
C 0.90797 -2.74148 -1.18689 1.600 -1.894 1.760 1.49
C 0.50533 -3.79579 0.00482 0.071 -0.190 0.970 -0.54
C 0.30876 -5.33361 -0.35422 0.399 -1.332 0.475 -0.53
O -0.92722 -5.79853 0.28937 1.492 0.604 1.807 -0.32
C -0.66469 -5.94401 1.71863 -1.314 1.411 2.665 0.00
O -1.21972 -5.16263 2.59243 6.479 -3.263 -3.664 -0.41
C 1.58592 -3.45186 -2.47554 1.384 0.172 -2.342 0.45
C 2.46698 -2.43751 -3.42180 -0.640 -1.180 -0.290 -1.05
F 2.49720 -4.54414 -2.22833 -1.910 1.731 0.370 -0.38
H 5.47478 -3.76246 -0.18360 -2.069 1.439 -0.099 0.38
H 1.55071 -1.71854 0.67591 0.662 0.154 -2.074 0.85
H 0.97429 1.41044 0.60202 1.156 -1.043 -0.606 1.31
H 2.75026 1.76609 0.21642 -1.212 -4.340 -0.064 0.93
H 0.27583 2.04134 2.83936 2.164 0.909 0.625 0.88
H 0.64030 3.87854 4.84937 1.860 -1.079 -0.607 0.34
H 3.08440 4.28800 5.96054 0.026 -1.381 -1.559 0.33
H 5.27142 2.87804 5.04377 -1.712 -0.541 -1.061 0.35
H 4.93981 1.04074 3.06176 -2.143 0.993 0.478 0.20
H 5.80289 0.36496 -3.24473 -0.014 1.129 1.432 0.32
H 5.61473 2.13435 -2.59049 0.266 -2.058 0.444 0.25
H 6.84460 0.95022 -1.80178 -1.838 0.023 -0.603 0.36
H 0.34972 1.36156 -1.40828 0.329 -2.254 0.028 -0.52
H 0.64542 0.14615 -2.70825 0.302 -0.119 1.649 0.70
H -0.49980 -1.39591 1.14213 -0.676 1.059 -1.327 0.16
H -0.83828 0.39918 0.93622 -0.183 -1.760 -1.445 -0.26
H -2.16837 -0.81584 0.66645 2.169 0.171 -0.770 0.21
H -1.48620 0.45270 -2.88173 -0.756 -0.608 1.581 0.35
H -2.80910 -0.56387 -2.07831 1.390 0.738 0.538 -0.29
H -4.26158 0.13585 -0.14821 0.946 2.087 -0.035 0.33
H -5.41037 2.20590 1.23531 1.888 0.040 -1.288 0.35
H -4.23822 6.08916 1.02531 -1.600 -4.419 4.150 0.21
H -4.61937 4.87578 2.52797 0.151 -0.338 -1.704 0.31
H -5.74479 4.95758 1.04853 1.915 0.011 0.594 0.40
H -2.09636 5.12016 -0.33121 -0.334 -2.181 -0.096 0.34
H -0.91907 3.03952 -1.72593 -1.825 -0.215 1.058 0.36
H -0.07409 -1.81955 -2.70637 -0.250 0.143 1.174 0.48
H -1.09476 -4.07335 -2.23229 -0.283 2.222 1.060 0.01
H -1.81630 -1.68394 -3.99123 -0.601 -1.428 0.640 0.29
H -1.56388 -4.90831 -4.23058 -0.356 1.835 -0.689 0.26
H -2.27211 -3.73071 -5.59247 1.213 -0.489 1.667 0.42
H -0.52123 -3.54145 -4.98783 -1.677 -0.560 0.526 0.24
H 1.30371 -3.80871 0.86175 -1.133 0.322 -1.869 0.50
H -0.46901 -3.45944 0.55896 1.598 -0.467 -1.294 0.22
H 1.17302 -5.97401 0.10057 -1.162 1.296 -0.930 -0.12
H 0.22889 -5.61943 -1.46410 0.019 0.684 1.524 0.32
H 0.04162 -6.78531 2.10466 -0.948 0.824 -1.356 0.60
H 0.80715 -3.88260 -3.23545 0.997 0.662 1.861 0.22
H 1.78768 -1.57209 -3.74961 1.263 -0.962 0.499 0.24
H 3.46656 -2.13594 -2.95118 -1.755 -0.203 -0.433 0.10
H 2.72923 -3.03434 -4.38942 -0.568 1.008 1.756 0.48
Br -3.86749 6.74579 -0.38239 1.598 3.833 -6.232 -0.25
Mg -0.70308 1.11685 4.50971 -1.002 -0.857 0.821 0.14
C 3.54547 -9.04647 1.50044 0.471 -0.356 -0.080 -1.11
C 2.69626 -7.78937 1.64196 0.203 0.091 0.016 0.79
O 3.29641 -6.70338 1.43151 -0.685 0.096 -0.017 -0.72
O 1.49307 -7.99465 1.95288 0.256 0.391 -0.136 -0.82
H 4.57585 -8.80171 1.23015 -0.098 0.033 0.024 0.31
H 3.55687 -9.59491 2.44625 -0.120 -0.054 -0.106 0.28
H 3.12740 -9.69112 0.72246 -0.059 -0.044 0.149 0.26
Br -3.87221 8.74152 0.94582 -0.032 0.536 0.321 -0.25
K 2.52222 3.57239 0.38538 -0.207 2.921 0.462 0.85
C -3.67957 -1.78583 6.45289 -0.027 -0.383 -0.366 0.22
Cl -4.26400 -0.25361 5.76385 0.075 -0.179 0.132 -0.08
Cl -2.52566 -1.44340 7.76517 -0.058 0.061 -0.017 -0.11
Cl -5.05509 -2.70696 7.09928 0.313 0.258 -0.140 -0.10
Cl -2.87313 -2.73517 5.18669 -0.338 0.267 0.294 0.05
C 2.25750 9.76756 -0.29130 -0.477 -0.017 0.209 -0.59
O 3.46098 10.11971 -0.97237 0.676 -0.301 0.128 -0.30
C 4.55386 9.46200 -0.54115 -0.092 0.184 -0.122 0.81
O 4.58372 8.63340 0.34105 -0.010 0.383 -0.535 -0.55
O 5.60859 9.88732 -1.26288 -0.554 -0.143 0.276 -0.31
C 6.84580 9.27062 -0.91166 0.435 -0.137 0.077 -0.61
H 1.44531 10.35700 -0.71995 0.315 0.007 -0.105 0.23
H 2.02840 8.70864 -0.43563 0.107 0.110 0.135 0.25
H 2.33250 10.00597 0.77258 0.053 -0.181 -0.121 0.29
H 6.80059 8.19164 -1.08072 -0.048 0.122 0.171 0.28
H 7.10426 9.48916 0.12758 -0.119 -0.165 -0.095 0.29
H 7.62243 9.68779 -1.55488 -0.322 0.098 -0.028 0.22
C -5.03949 0.96667 -4.50750 -0.018 -0.284 -0.166 -0.70
N -4.04293 2.01414 -4.15950 0.007 0.498 0.292 0.95
O -2.88670 1.83706 -4.53184 -0.478 0.221 0.286 -0.56
O -4.45097 2.97562 -3.52702 0.537 -0.748 -0.603 -0.51
H -4.53895 0.17659 -5.06631 -0.018 0.178 0.142 0.26
H -5.44863 0.57893 -3.57416 -0.023 0.148 -0.097 0.27
H -5.81325 1.43731 -5.11427 0.039 0.007 0.213 0.29
Cl -3.08449 -4.65542 2.42300 -4.650 1.197 -0.412 -0.36
C -6.93047 -4.82010 2.67980 0.506 -0.286 -0.116 -0.37
C -7.75972 -3.54271 2.77270 -0.146 0.115 0.017 0.49
O -7.13037 -2.47258 2.55836 -0.440 0.082 0.007 -0.69
O -8.97389 -3.71926 3.05251 0.281 0.407 -0.100 -0.76
H -5.88839 -4.59938 2.43475 -0.056 -0.020 0.064 -0.06
H -6.95626 -5.35054 3.63574 -0.088 -0.068 -0.097 0.22
H -7.33896 -5.47185 1.90200 -0.086 -0.072 0.124 0.21
```
Positions in Å, forces in eV/Å.

Computed properties:
Gap between HOMO and LUMO ... 1.19 eV
2S+1 ... 1
Calculated total energy ... -341444.3078 eV
Charge ... -1

***

# C2HNO3P

An isolated ion of composition C2HNO3P and charge -1 at a distorted geometry (ωB97M-V/def2-TZVPD, OMol25).

```
8
Properties=species:S:1:pos:R:3:forces:R:3:mulliken_charge:R:1
N 0.62401 -0.85870 0.13308 0.062 -0.553 0.659 -0.53
C 1.00474 -0.01762 -0.72899 -0.647 1.489 0.699 -0.08
C 0.40304 0.83732 -1.72506 -0.001 -0.980 -1.707 0.40
O 0.12323 0.21761 -2.77149 -0.236 2.062 0.478 -0.59
O 0.56786 2.39394 -1.71433 -1.237 0.364 -1.675 -0.33
P -0.01974 3.83557 -2.67589 1.532 -4.408 2.668 0.41
O 0.17064 4.85883 -1.65447 -0.191 1.184 -0.171 -0.41
H -0.37360 -0.98024 0.46566 0.718 0.842 -0.951 0.14
```
Positions in Å, forces in eV/Å.

Computed properties:
Gap between HOMO and LUMO (alpha / beta) ... 5.05 / 5.05 eV
2S+1 ... 1
Calculated total energy ... -19010.2227 eV
Charge ... -1
SMILES ... N=C=C([O-])OP=O